Density functional theory data (ωB97M-V/def2-TZVPD) for a cluster of 3 separate species, C21H58BN13O9P3 in total at a distorted geometry.

Properties
- Orbital gap: 0.2421 Eh
- E: -3272.586987 a.u.
- LUMO: -3.0 eV
- F_max: 0.13532 Eh/bohr

Structure (ORCA input):
```
! wB97M-V def2-TZVPD RIJCOSX def2/J DEFGRID3
* xyz 1 1
N -6.82939 -2.33936 -0.54828
C -6.11028 -3.40206 0.10833
O -5.69400 -4.32897 -0.54027
C -5.85895 -3.31087 1.62219
C -5.32093 -1.92334 1.97993
N -5.15210 -1.70180 3.42561
C -4.02062 -1.98729 4.11713
N -3.89814 -1.72185 5.42560
C -2.65627 -2.09537 5.73603
B -2.14745 -1.87695 7.23775
O -0.81260 -1.87262 7.55728
O -3.13144 -1.64535 8.15136
N -2.03198 -2.59706 4.66669
C -0.64512 -3.07074 4.72083
O 0.22749 -1.99321 4.67621
C 0.69959 -1.74725 3.37567
O -0.36413 -1.23681 2.63989
C -0.01807 -0.84244 1.31609
C 0.61361 -1.90225 0.44038
O -0.26600 -3.00120 0.17910
N -2.90379 -2.54495 3.61161
N -2.61542 -2.99105 2.33184
P -6.50762 -1.00200 4.34543
N -7.83111 -1.83534 3.64212
O -6.65792 0.54765 3.83872
H -7.42292 -1.87668 0.13586
H -6.12758 -1.64303 -0.79449
H -5.11390 -4.08044 1.81665
H -6.76080 -3.55162 2.17716
H -4.39546 -1.70145 1.45538
H -6.02938 -1.17341 1.63241
H -0.62855 -2.60993 8.15216
H -3.15077 -2.34801 8.81077
H -0.46341 -3.59434 5.65008
H -0.42922 -3.78808 3.92521
H 1.08707 -2.68752 2.96531
H 1.49213 -1.00326 3.46859
H -0.96204 -0.57177 0.84546
H 0.58163 0.07188 1.30175
H 1.52846 -2.32296 0.85851
H 0.85843 -1.43204 -0.51054
H 0.05676 -3.78389 0.62555
H -1.69347 -3.40141 2.27303
H -3.26988 -3.71988 2.06311
H -8.28043 -2.38504 4.36130
H -8.49721 -1.16229 3.27646
H -6.54132 0.60136 2.87681
O 2.94455 0.76437 -0.84024
P 4.38651 0.90463 -1.26316
N 4.63755 -0.75420 -1.69117
C 5.83927 -1.53991 -1.52294
C 3.84261 -1.23318 -2.82216
N 5.01069 1.31156 0.32424
C 5.63437 0.31162 1.16988
C 4.07058 2.07338 1.14351
N 5.81038 1.48736 -1.99607
C 5.79834 1.54791 -3.45858
C 7.11460 1.71180 -1.41015
H 6.59468 -1.35907 -2.30414
H 5.58603 -2.60113 -1.56435
H 6.30633 -1.39111 -0.55478
H 4.22292 -0.86161 -3.78255
H 2.80355 -0.91123 -2.72852
H 3.83339 -2.32366 -2.86252
H 4.98992 -0.56520 1.33707
H 5.87797 0.74617 2.14153
H 6.59453 -0.01944 0.77393
H 3.31577 1.42806 1.61256
H 3.55165 2.82659 0.55344
H 4.61185 2.59610 1.93550
H 6.24564 0.65131 -3.90352
H 6.34208 2.42024 -3.82369
H 4.77726 1.63892 -3.83396
H 7.64347 0.77216 -1.22605
H 7.05881 2.28280 -0.48714
H 7.73500 2.30486 -2.08603
O -0.42943 0.60467 -3.56803
P -0.70316 2.08762 -3.65843
N 0.29012 2.45371 -5.02194
C 1.02787 3.67084 -5.27265
C -0.09013 1.79448 -6.26858
N 0.00848 2.53334 -2.12421
C 1.33867 3.11848 -2.06079
C -0.09886 1.48203 -1.11022
N -1.61489 3.53044 -3.67982
C -2.60093 3.65110 -4.75396
C -1.40152 4.75544 -2.94028
H 0.40384 4.48765 -5.66952
H 1.80695 3.47617 -6.01234
H 1.54836 4.03449 -4.39226
H -0.98432 2.24526 -6.72017
H -0.29847 0.73788 -6.09575
H 0.71745 1.84168 -7.00049
H 2.09909 2.50895 -2.56508
H 1.65142 3.25607 -1.02432
H 1.35212 4.12880 -2.47468
H 0.66269 0.71154 -1.23355
H -1.08000 1.00635 -1.14502
H 0.01892 1.92167 -0.11443
H -2.19829 4.19913 -5.61421
H -3.50055 4.16472 -4.41104
H -2.91872 2.66586 -5.09974
H -0.56024 5.33066 -3.33842
H -1.24553 4.57393 -1.88020
H -2.28677 5.39319 -3.00355
*
```